Entry 1:
The following is a quantum chemistry calculation of C29H32BiN7O5 as an isolated structure at a distorted geometry, from the OMol25 dataset.

Calculated values
Charge ... 0
Molecular weight ... 767.60 u
Orbital gap ... 7.59 eV
E_LUMO ... 0.09 eV
Highest occupied orbital energy ... -7.51 eV
Maximum force ... 1.38 eV/A

Geometry as XYZ:
```
74
Properties=species:S:1:pos:R:3:forces:R:3:mulliken_charge:R:1
Bi -0.124 0.350 0.140 -0.6 0.5 0.6 2.17
O 3.319 -4.007 -0.805 0.2 -0.2 -0.1 -0.68
O 2.801 0.580 -1.987 0.2 -0.3 -0.1 -0.61
O -0.037 3.540 -0.092 -0.6 0.1 0.4 -0.61
O 1.735 -0.635 1.167 -0.3 0.4 0.0 -1.25
O -1.193 0.928 -1.830 0.2 -0.2 0.3 -0.61
N -0.076 1.160 2.856 0.2 0.1 -0.3 0.00
N -2.574 -0.929 -0.310 0.2 0.1 -0.1 0.26
N -1.401 -1.194 2.149 0.0 0.0 0.0 0.05
N 1.632 -2.070 -0.617 0.7 -1.2 -0.1 -1.25
N 1.283 1.855 -0.847 0.0 -0.4 0.5 0.40
N 0.713 -1.268 -1.199 -0.5 0.5 -0.8 0.68
N -2.365 1.290 1.358 0.3 0.0 -0.3 0.85
C 4.912 -4.210 0.895 0.0 -0.1 -0.1 -0.65
C -1.349 0.944 -5.410 0.0 0.0 0.1 -0.52
C -4.288 3.209 1.643 0.1 0.0 -0.1 -0.48
C -0.579 -0.170 -5.750 0.1 -0.2 -0.2 -0.75
C -2.863 -2.106 0.488 0.1 -0.4 0.3 -1.01
C -0.781 2.417 2.813 0.1 0.3 0.2 -1.75
C -3.097 3.306 2.344 0.1 -0.1 0.0 -1.24
C 2.133 -1.664 0.523 0.1 -0.1 -0.3 1.07
C -3.473 1.204 0.650 -0.7 0.2 0.0 1.02
C -0.476 0.201 3.864 0.1 -0.5 0.1 -1.10
C 3.844 -2.063 2.252 -0.1 0.0 0.0 -0.40
C 2.264 1.638 -1.766 0.3 0.6 -0.4 0.14
C -0.503 -1.211 3.272 0.0 -0.1 0.5 -0.26
C -3.591 0.101 -0.378 -0.3 0.0 -0.3 -1.79
C -0.149 -0.590 -3.388 -0.5 0.5 -0.4 1.30
C 2.580 2.961 -2.468 0.1 -0.1 0.0 -0.67
C -2.141 2.313 2.163 -0.3 0.6 0.4 1.00
C -0.932 0.549 -3.035 -0.2 0.0 -0.4 0.29
C 4.932 -2.726 2.776 0.0 0.1 0.2 -0.96
C 0.828 3.129 -0.837 0.7 0.2 -0.5 0.22
C -4.486 2.152 0.772 0.2 0.0 0.1 -1.17
C 1.589 3.950 -1.871 -0.1 0.1 0.0 -0.61
C 0.004 -0.906 -4.755 0.0 0.0 0.1 -1.13
C -1.727 -2.417 1.472 -0.3 -0.3 0.0 -0.59
C 3.805 -3.552 0.356 0.0 0.0 0.1 0.39
C -1.510 1.290 -4.096 0.0 0.1 0.0 -0.78
C 5.471 -3.803 2.086 -0.1 0.0 -0.1 -0.37
C 0.571 -1.404 -2.479 0.5 -0.4 0.6 -0.84
C 3.259 -2.455 1.047 0.1 -0.1 0.1 0.31
H -5.048 3.967 1.758 -0.1 0.1 0.0 0.42
H -2.095 2.153 -3.815 -0.1 0.1 0.0 0.49
H -5.386 2.079 0.182 -0.1 -0.1 0.0 0.52
H 0.621 -1.755 -5.011 0.1 -0.1 0.0 0.41
H 5.317 -5.045 0.346 0.0 -0.1 -0.1 0.43
H 6.334 -4.321 2.479 0.1 -0.1 0.0 0.38
H 3.416 -1.212 2.763 0.0 0.1 0.0 0.38
H -2.256 -1.170 -1.235 -0.1 0.0 -0.1 0.25
H -1.487 0.456 4.204 0.1 0.0 0.0 0.32
H 2.590 -3.395 -1.071 -0.1 0.1 0.1 0.61
H -1.816 1.531 -6.188 0.0 0.1 0.0 0.43
H -0.799 -1.935 4.053 0.1 0.1 -0.1 0.44
H -2.059 -3.226 2.150 0.1 0.1 -0.1 0.42
H -3.472 0.613 -1.335 -0.1 -0.1 0.0 0.25
H -0.215 3.105 2.176 0.0 0.0 0.1 0.38
H 0.883 4.336 -2.606 -0.1 0.0 0.0 0.29
H -0.840 -2.772 0.942 0.1 -0.1 -0.1 0.17
H 1.148 -2.212 -2.929 0.1 0.0 0.1 0.23
H 0.494 -1.476 2.915 0.0 -0.1 0.1 -0.01
H 3.621 3.217 -2.269 0.0 0.0 -0.1 0.31
H -3.770 -1.917 1.071 0.0 0.0 0.0 0.39
H -3.050 -2.986 -0.140 -0.1 0.1 0.1 0.39
H 2.462 2.830 -3.542 0.1 0.0 0.0 0.29
H -2.241 -0.679 2.374 0.0 0.0 0.0 0.21
H 0.926 1.260 2.806 0.1 0.1 0.1 0.37
H 2.060 4.802 -1.381 -0.1 0.0 0.0 0.33
H 5.366 -2.409 3.713 0.0 0.1 0.1 0.41
H -0.900 2.882 3.807 0.0 0.0 -0.1 0.47
H -4.606 -0.322 -0.340 0.1 0.1 0.0 0.58
H 0.187 0.214 4.744 -0.2 0.1 -0.1 0.46
H -2.905 4.142 3.000 0.0 0.0 0.1 0.51
H -0.442 -0.442 -6.784 0.0 0.0 -0.1 0.40
```
Positions in Å, forces in eV/Å.

Entry 2:
The following is a quantum chemistry calculation of one molecule with the formula C29H32BrF3N5O10PS at a distorted geometry, from the OMol25 dataset.

Calculated values
Charge ... 0
Molecular weight ... 810.54 u
Orbital gap ... 7.35 eV
E_LUMO ... -1.47 eV
Highest occupied orbital energy ... -8.82 eV
Maximum force ... 4.37 eV/A

Geometry as XYZ:
```
82
Properties=species:S:1:pos:R:3:forces:R:3:mulliken_charge:R:1
Br 2.418 -6.450 1.457 0.1 -0.4 -0.4 -0.14
S 4.679 -4.444 -0.448 1.3 -3.4 2.5 1.35
P 4.526 -1.339 0.991 0.9 0.7 2.4 -0.16
F 5.428 -4.497 -2.962 0.2 -0.7 -0.2 -0.22
F 5.060 -2.540 -2.289 -0.1 0.6 0.1 -0.22
F 6.839 -3.587 -1.610 0.8 0.0 0.0 -0.21
O -3.683 -0.266 -2.502 0.6 -0.5 0.3 -0.38
O 5.822 -1.781 0.057 -1.1 0.7 -0.4 -0.32
O 4.547 -5.847 -0.800 -0.5 1.3 -1.0 -0.60
O 5.475 -4.345 0.761 -0.6 1.4 -0.9 -0.64
O -1.745 -2.212 0.706 -0.5 -0.3 0.2 -0.54
O 4.276 0.243 0.478 0.0 -1.5 -0.9 -0.38
O 2.265 -0.095 2.337 0.4 -0.3 0.4 -0.47
O -2.830 -0.016 -0.568 -0.2 0.7 0.4 -0.34
O -4.054 2.358 5.994 -0.3 0.2 0.1 -0.57
O 3.031 3.730 -0.379 0.6 -0.3 -0.1 -0.44
N -1.594 3.934 -5.240 -0.2 0.1 0.4 -0.58
N -2.667 -0.370 -1.941 -0.5 0.3 -0.8 0.22
N 1.873 2.511 1.311 0.2 0.3 -1.5 -0.48
N -0.569 -4.211 -0.880 0.6 0.1 0.2 -0.39
N -3.188 3.440 4.187 0.6 -1.5 -0.6 -0.31
C 0.550 0.512 0.853 -0.5 -0.7 -0.3 0.54
C 0.594 -2.354 0.243 1.0 -0.3 -0.1 0.09
C 1.802 -1.745 0.653 -0.5 0.1 -0.1 0.03
C 1.901 -4.227 -0.616 0.1 -0.7 -0.7 -0.53
C -0.724 -1.626 0.489 1.3 0.7 -0.3 -0.83
C 2.511 3.064 0.410 -0.9 0.5 1.0 0.57
C -2.853 3.938 -4.462 0.2 -0.7 -0.4 -0.61
C -2.818 2.880 -3.319 0.2 1.4 0.3 -0.55
C -0.438 2.661 0.356 0.2 0.6 -0.5 1.10
C -3.446 2.265 4.961 -0.1 -0.4 0.3 0.52
C 0.664 1.910 0.832 -1.0 -1.2 0.1 -0.04
C -2.403 3.592 -2.008 0.2 -0.6 0.5 -0.83
C -3.007 0.855 4.500 -0.2 0.8 -0.1 -0.82
C 1.861 -5.581 -1.324 -0.3 -0.1 0.3 -1.73
C -2.246 3.202 3.060 -0.9 1.0 -0.4 -0.53
C -0.327 4.182 0.399 -0.1 -0.1 1.4 -1.45
C -0.408 4.610 1.910 -1.0 0.2 -0.7 -0.89
C 1.634 -0.419 1.373 -0.4 0.6 -0.4 -0.29
C -1.700 0.639 -0.101 1.1 0.1 0.6 0.22
C 0.142 -7.081 -0.081 0.6 0.4 0.4 -1.30
C 3.063 -2.331 0.423 0.2 -0.2 -1.3 0.49
C -1.613 2.046 -0.136 -0.2 -0.8 0.2 0.22
C 1.648 -6.783 -0.338 -0.9 0.2 -0.3 -0.06
C 5.583 -3.706 -1.921 -1.1 0.5 -0.1 0.80
C -2.798 2.816 -0.701 0.6 0.2 -0.7 -1.51
C -1.883 4.573 2.425 0.8 -0.7 0.1 -1.05
C -0.630 -0.113 0.407 -0.1 -0.1 -0.1 0.95
C 0.651 -3.601 -0.414 0.1 0.9 0.5 0.10
C 3.110 -3.616 -0.201 -1.2 1.3 -0.1 1.01
H -1.752 3.587 -6.174 0.1 0.1 -0.1 0.21
H 2.729 -5.730 -1.965 -0.1 0.0 0.4 0.61
H -2.805 4.610 -1.939 -0.1 -0.2 -0.2 0.56
H -3.794 2.399 -3.196 0.2 0.0 -0.1 0.33
H -2.004 5.360 3.176 -0.1 -0.2 0.0 0.35
H 0.983 -5.593 -1.980 0.2 0.1 0.2 0.54
H 6.580 -1.681 0.641 0.2 -0.3 0.0 0.33
H -3.696 3.721 -5.132 0.0 0.1 0.2 0.35
H -1.113 -3.485 -1.336 -0.1 -0.1 0.0 0.25
H 4.552 0.242 -0.453 -0.1 0.4 -0.1 0.32
H -3.132 0.724 3.418 0.3 0.0 0.2 0.18
H -3.583 2.104 -0.967 0.0 0.2 0.3 0.74
H -2.778 2.597 2.310 0.6 -0.1 0.0 0.47
H 0.013 -8.114 0.253 0.0 0.2 -0.1 0.36
H -1.347 2.679 3.395 -0.2 0.1 0.1 0.36
H -3.675 0.157 5.006 0.3 0.1 0.1 0.39
H -1.968 0.686 4.800 -0.1 -0.1 -0.2 0.26
H -2.575 4.765 1.596 0.1 0.2 0.2 0.42
H -2.037 2.154 -3.566 -0.4 -0.2 -0.1 0.32
H 0.600 4.562 -0.040 -0.1 -0.2 0.0 0.61
H -0.063 5.646 2.002 0.3 -0.3 0.1 0.42
H 0.182 3.919 2.519 0.2 0.5 0.0 0.47
H 2.090 -7.682 -0.774 0.4 0.3 0.3 0.60
H -0.174 -6.431 0.743 -0.2 -0.2 -0.2 0.34
H -2.986 4.949 -4.063 -0.2 -0.3 0.1 0.32
H -1.308 3.684 -2.006 -0.3 0.2 -0.2 0.24
H -1.161 4.684 -0.095 0.2 -0.2 -0.1 0.47
H -0.468 -6.850 -0.957 0.1 -0.3 0.1 0.31
H -1.091 -4.436 -0.037 -0.2 -0.2 -0.2 0.32
H -3.200 3.531 0.025 0.1 -0.3 0.0 0.21
H -4.084 3.676 3.768 0.0 0.5 0.4 0.34
H -1.237 4.876 -5.298 0.1 0.0 -0.2 0.22
```
Positions in Å, forces in eV/Å.

Entry 3:
The following is a quantum chemistry calculation of C29H32F6N3O8PS3Si2W as an isolated structure, from the OMol25 dataset.

Calculated values
Charge ... +1
Spin multiplicity ... 2
Molecular weight ... 1031.76 u
Orbital gap (alpha / beta) ... 6.80 / 6.77 eV
E_LUMO (alpha / beta) ... -3.89 / -3.92 eV
Highest occupied orbital energy (alpha / beta) ... -10.69 / -10.69 eV
Maximum force ... 0.52 eV/A

Geometry as XYZ:
```
85
Properties=species:S:1:pos:R:3:forces:R:3:lowdin_spin:R:1
W -0.371 0.035 0.074 -0.5 -0.2 0.0 0.87
S 1.122 0.756 -3.028 0.2 0.3 -0.1 0.00
S 0.675 2.922 -0.286 0.1 0.1 0.1 0.00
S -4.523 1.311 1.942 0.0 0.0 0.0 0.02
P -0.115 1.452 3.985 -0.1 0.1 -0.1 0.00
Si 1.560 -1.816 -0.302 0.0 0.2 0.0 -0.02
Si 3.407 1.738 0.297 0.1 0.0 0.1 0.00
F 1.074 2.338 3.453 0.0 0.0 0.1 0.00
F -1.212 0.316 4.022 0.0 0.0 0.0 0.00
F -0.357 2.102 5.354 0.0 0.0 0.0 0.00
F 0.949 0.348 4.355 0.1 0.0 0.0 0.00
F -1.076 2.283 3.064 0.0 0.0 0.0 0.00
F 0.324 0.368 1.856 0.2 0.0 -0.2 0.05
O 0.823 4.066 0.534 0.0 0.0 0.0 0.00
O -0.612 2.204 -0.218 0.1 -0.1 0.1 0.02
O -4.433 -4.237 -3.937 0.0 0.0 0.0 0.00
O 0.482 0.445 -1.687 -0.1 -0.4 0.0 0.02
O -3.549 -6.028 1.750 0.0 0.0 0.0 0.00
O 1.662 1.798 0.096 0.1 0.1 -0.1 0.00
O 2.507 0.411 -3.010 -0.1 0.0 0.0 0.00
O 0.285 0.264 -4.079 0.0 0.0 0.0 0.00
N -0.974 -1.916 0.915 0.1 0.2 0.0 0.00
N -1.775 -0.884 -1.350 0.1 0.0 0.1 0.01
N -2.142 0.303 0.966 0.0 0.2 0.1 0.00
C -4.364 -2.845 -4.136 0.0 0.0 0.0 0.00
C -2.235 -2.121 -1.093 0.0 0.1 0.0 0.01
C -3.449 -2.152 -3.157 0.0 0.1 0.0 0.01
C -2.816 -5.325 2.727 0.0 0.0 0.0 0.00
C 6.117 -0.901 -0.966 0.0 0.0 0.0 0.00
C -2.182 -0.254 -2.459 0.0 0.1 0.0 0.01
C -1.855 -2.658 0.224 0.0 -0.1 0.0 0.00
C -0.730 -2.230 2.196 0.0 0.0 0.0 0.00
C 3.324 -1.143 -0.581 0.0 0.0 0.0 -0.01
C -2.443 -3.783 0.773 0.0 -0.1 0.0 0.00
C 1.203 3.074 -4.338 0.0 0.0 0.0 0.00
C 4.057 3.101 -0.780 0.0 0.0 0.0 0.00
C 1.185 5.296 -3.431 0.0 0.0 -0.1 0.00
C 4.112 -2.191 -1.076 0.0 0.0 0.0 0.00
C -1.311 -3.313 2.812 -0.1 -0.1 -0.1 0.00
C -3.054 -2.783 -1.987 0.0 -0.1 0.0 0.00
C 1.050 2.537 -3.070 0.0 0.0 0.1 0.00
C -2.173 -4.131 2.087 0.1 0.1 0.1 0.00
C 5.478 -2.085 -1.280 0.0 0.0 0.0 0.00
C -3.017 -0.849 -3.377 0.0 -0.1 0.0 0.00
C 1.029 4.775 -2.157 0.0 -0.1 0.1 0.00
C 5.362 0.152 -0.482 0.0 0.0 0.0 0.00
C 3.739 2.020 2.086 0.0 0.0 0.0 0.00
C 3.974 0.069 -0.293 0.0 0.0 0.0 0.00
C 1.271 4.448 -4.520 0.0 0.0 0.0 0.00
C 0.964 3.399 -1.968 0.0 0.0 -0.1 0.00
C -3.161 0.747 1.381 0.0 -0.1 0.0 0.01
C 1.838 -3.086 1.053 0.0 0.0 0.0 -0.01
C 0.982 -2.734 -1.834 0.0 0.0 0.0 0.00
H 3.353 2.981 2.427 0.0 0.0 0.0 0.00
H -3.725 -4.669 -4.426 0.0 0.0 0.0 0.00
H 0.070 -3.294 -1.615 0.0 0.0 0.0 0.00
H 3.652 -3.143 -1.314 0.0 0.0 0.0 0.00
H -1.084 -3.510 3.851 0.0 0.0 0.0 0.00
H 5.127 3.223 -0.605 0.0 0.0 0.0 0.00
H 3.304 1.233 2.702 0.0 0.0 0.0 0.00
H 1.235 6.368 -3.564 0.0 0.0 0.0 0.00
H -2.033 -5.949 3.172 0.0 0.0 0.0 0.00
H 0.792 -2.075 -2.682 0.0 0.0 0.0 0.00
H -4.070 -2.587 -5.157 0.0 0.0 0.0 0.00
H -4.006 -6.767 2.164 0.0 0.0 0.0 0.00
H -3.396 -3.789 -1.793 0.0 0.0 0.0 0.00
H -0.052 -1.584 2.729 0.0 0.0 0.0 0.00
H 1.266 2.402 -5.184 0.0 0.0 0.0 0.00
H 1.391 4.847 -5.518 0.0 0.0 0.0 0.00
H -1.815 0.750 -2.607 0.0 0.0 0.0 0.00
H 0.954 5.430 -1.302 0.0 0.0 0.0 0.00
H 2.007 -2.631 2.030 0.0 0.0 0.0 0.00
H -3.461 -4.972 3.540 0.0 0.0 0.0 0.00
H -5.375 -2.457 -3.986 0.0 0.0 0.0 0.00
H 4.821 2.010 2.241 0.0 0.0 0.0 0.00
H 2.752 -3.624 0.796 0.0 0.0 0.0 0.00
H 1.726 -3.468 -2.146 0.0 0.0 0.0 0.00
H 1.035 -3.819 1.133 0.0 0.0 0.0 0.00
H 6.032 -2.926 -1.674 0.0 0.0 0.0 0.00
H -3.307 -0.301 -4.263 0.0 0.0 0.0 0.00
H 7.185 -0.791 -1.099 0.0 0.0 0.0 0.00
H 5.882 1.077 -0.252 0.0 0.0 0.0 0.00
H 3.586 4.059 -0.547 0.0 0.0 0.0 0.00
H 3.918 2.874 -1.838 0.0 0.0 0.0 0.00
H -3.143 -4.374 0.205 0.0 0.0 0.0 0.00
```
Positions in Å, forces in eV/Å.